Formula: CH4ClN3
Source: the OMol25 dataset
Level of theory: ωB97M-V/def2-TZVPD

Geometry (Å):
H  0.6123  -2.0636  -0.1592
N  -0.1827  -1.4952  -0.1429
C  0.0392  -0.2398  -0.1358
N  -1.3528  0.6501  0.0809
N  0.9583  0.6810  -0.0503
Cl  2.6328  0.1463  0.0068
H  -1.3744  0.5593  1.0918
H  -2.1436  0.1044  -0.2158
H  0.8108  1.6574  -0.4754

**Net charge**: 0
**Max |F|**: 7.2 eV/A
**ΔE to the lowest compared entry with this formula, charge and spin**: 1.103 eV
**E_HOMO**: -9.663 eV
**Frontier orbital gap**: 9.91 eV
**2S+1**: 1
**SMILES string**: [H]/N=C(/N)NCl